(1)
Entry from the OMol25 dataset: 2 unconnected molecules or ions with the total composition C18H41N2O2 (ωB97M-V with the def2-TZVPD basis set).

Each line ends with the Löwdin charge.
Cartesian coordinates (Å):
1 C 0.600 1.452 1.420  -0.116
2 O 1.392 0.340 1.755  -0.199
3 C 2.416 0.603 2.711  -0.163
4 C 2.198 -0.138 4.019  -0.364
5 C 3.258 0.321 5.018  -0.143
6 C 3.291 -0.462 6.332  -0.191
7 C 2.403 0.132 7.422  -0.277
8 N 1.001 0.255 6.961  0.002
9 O 2.331 -1.535 3.856  -0.144
10 C 1.204 -2.196 3.324  -0.094
11 H 1.105 2.072 0.671  0.086
12 H -0.316 1.063 0.974  0.073
13 H 0.334 2.056 2.288  0.097
14 H 3.373 0.285 2.292  0.137
15 H 2.465 1.675 2.914  0.128
16 H 1.211 0.113 4.417  0.134
17 H 3.088 1.374 5.248  0.122
18 H 4.230 0.254 4.524  0.119
19 H 4.314 -0.463 6.710  0.111
20 H 3.010 -1.502 6.177  0.108
21 H 2.764 1.118 7.710  0.108
22 H 2.466 -0.522 8.297  0.103
23 H 0.507 0.871 7.595  0.063
24 H 0.556 -0.648 7.079  0.070
25 H 0.280 -1.806 3.755  0.092
26 H 1.146 -2.089 2.239  0.070
27 H 1.314 -3.251 3.563  0.088
28 C -2.043 3.207 -2.752  -0.084
29 C -1.324 2.229 -1.827  -0.257
30 C -0.192 1.446 -2.493  -0.172
31 C -0.541 0.458 -3.596  -0.084
32 N -1.410 -0.728 -3.212  -0.197
33 C -1.001 -1.926 -4.033  -0.101
34 C 0.278 -2.426 -3.381  -0.130
35 C 0.103 -2.108 -1.883  -0.110
36 C -1.132 -1.207 -1.801  -0.085
37 C -2.881 -0.418 -3.391  -0.106
38 C -3.445 -0.511 -4.805  -0.210
39 C -2.946 0.474 -5.862  -0.088
40 H -2.543 2.707 -3.584  0.049
41 H -2.801 3.765 -2.205  0.084
42 H -1.341 3.928 -3.175  0.087
43 H -2.048 1.556 -1.358  0.096
44 H -0.876 2.792 -1.006  0.107
45 H 0.413 0.943 -1.734  0.102
46 H 0.489 2.166 -2.956  0.135
47 H 0.387 0.041 -3.982  0.131
48 H -1.038 0.954 -4.423  0.107
49 H -1.806 -2.654 -3.946  0.144
50 H -0.885 -1.626 -5.072  0.138
51 H 1.147 -1.910 -3.786  0.113
52 H 0.425 -3.485 -3.574  0.125
53 H 0.986 -1.622 -1.471  0.119
54 H -0.066 -3.009 -1.297  0.122
55 H -1.022 -0.362 -1.135  0.105
56 H -2.008 -1.771 -1.491  0.134
57 H -3.046 0.570 -2.966  0.118
58 H -3.414 -1.137 -2.772  0.132
59 H -4.519 -0.356 -4.676  0.126
60 H -3.348 -1.530 -5.181  0.108
61 H -2.967 1.504 -5.500  0.070
62 H -3.592 0.426 -6.737  0.086
63 H -1.936 0.246 -6.206  0.069

The value obtained for the HOMO energy is -10.76 eV. The value obtained for the HOMO-LUMO gap is 8.58 eV. As for the charge: +1. The calculation puts the lowest unoccupied orbital energy at -2.18 eV.

***

(2)
Entry from the OMol25 dataset: a molecular structure, C5H8O (ωB97M-V with the def2-TZVPD basis set).

Each line ends with the Löwdin charge.
Cartesian coordinates (Å):
1 C -1.755 -0.147 0.378  0.002
2 C -0.325 0.237 0.179  -0.482
3 C 0.312 1.048 -0.899  -0.025
4 C 0.732 -0.389 -0.685  -0.155
5 C 1.514 -0.517 0.608  -0.137
6 O 0.517 0.232 1.336  -0.056
7 H -1.812 -1.205 0.656  0.086
8 H -2.206 0.440 1.183  0.086
9 H -2.335 0.003 -0.536  0.085
10 H 0.981 1.865 -0.636  0.114
11 H -0.282 1.208 -1.796  0.110
12 H 0.605 -1.160 -1.437  0.134
13 H 2.512 -0.068 0.671  0.118
14 H 1.541 -1.548 0.978  0.121

The value obtained for the HOMO energy is -9.18 eV. The value obtained for the HOMO-LUMO gap is 10.28 eV. As for the charge: 0. The calculation puts the lowest unoccupied orbital energy at 1.09 eV.

***

(3)
Entry from the OMol25 dataset: 2 unconnected molecules or ions with the total composition C3H3N8OP in a non-equilibrium geometry (ωB97M-V with the def2-TZVPD basis set).

Each line ends with the Löwdin charge.
Cartesian coordinates (Å):
1 C 0.167 0.686 2.692  -0.446
2 C -3.043 0.373 -2.555  -0.725
3 C 0.585 0.851 -1.698  -0.133
4 N -0.485 -0.226 3.322  -0.098
5 N -2.579 0.262 -3.796  -0.076
6 N 1.274 1.032 3.310  -0.109
7 N -4.420 0.292 -2.480  -0.102
8 N 0.276 -0.521 4.414  -0.183
9 N -3.703 0.096 -4.530  -0.185
10 N 1.326 0.214 4.375  -0.205
11 N -4.747 0.134 -3.766  -0.206
12 O -0.707 0.765 -1.626  -0.573
13 P -2.108 0.636 -1.000  0.887
14 H 1.030 0.508 -2.656  0.054
15 H 1.141 0.832 -0.720  0.061
16 H -0.204 1.023 1.750  0.036

The value obtained for the HOMO energy (alpha / beta) is -2.18 / -1.34 eV. The value obtained for the HOMO-LUMO gap (alpha / beta) is 7.60 / 7.02 eV. As for the charge: -2. The calculation puts the lowest unoccupied orbital energy (alpha / beta) at 5.42 / 5.68 eV.

***

(4)
Entry from the OMol25 dataset: a molecular structure, C8H5ClF3NO2 in a non-equilibrium geometry (ωB97M-V with the def2-TZVPD basis set).

Each line ends with the Löwdin charge.
Cartesian coordinates (Å):
1 C 2.820 0.204 0.039  -0.127
2 C 2.239 0.706 1.176  -0.080
3 C 2.128 -0.511 -0.872  -0.074
4 C 0.898 0.470 1.335  -0.078
5 C 0.700 -0.518 -0.938  -0.007
6 C 0.219 -0.084 0.263  -0.045
7 C -1.803 -0.092 0.339  -0.493
8 C -2.117 0.919 -0.752  -0.722
9 N -1.999 -1.517 0.117  -0.422
10 O -2.076 -1.896 -1.031  0.103
11 O -1.949 -2.226 1.079  0.088
12 F -1.560 0.497 -1.880  0.141
13 F -1.619 2.121 -0.543  0.173
14 F -3.406 1.095 -0.923  0.178
15 Cl -2.319 0.468 1.916  0.797
16 H 3.858 0.240 -0.328  0.120
17 H 2.897 1.253 1.959  0.147
18 H 2.798 -0.969 -1.639  0.122
19 H 0.341 0.701 2.259  0.097
20 H -0.049 -0.862 -1.575  0.082

The value obtained for the HOMO energy is -10.11 eV. The value obtained for the HOMO-LUMO gap is 9.63 eV. As for the charge: 0. The calculation puts the lowest unoccupied orbital energy at -0.48 eV.

***

(5)
Entry from the OMol25 dataset: a gas-phase ion, C5H12NO2 (charge -1) in a non-equilibrium geometry (ωB97M-V with the def2-TZVPD basis set).

Each line ends with the Löwdin charge.
Cartesian coordinates (Å):
1 C 2.448 0.065 -0.271  -0.149
2 N 1.530 0.662 0.752  -0.092
3 C -0.002 0.291 0.628  -0.281
4 C -0.281 -1.157 1.116  -0.336
5 O -1.642 -1.297 1.316  -0.233
6 C -0.390 0.420 -0.826  -0.199
7 C -1.895 0.694 -1.025  -0.486
8 O -2.714 -0.271 -0.676  -0.232
9 H 3.096 0.912 -0.682  0.083
10 H 2.913 -0.858 0.140  0.077
11 H 1.933 -0.237 -1.100  0.006
12 H 1.824 0.357 1.648  0.044
13 H -0.517 1.054 1.294  0.157
14 H 0.118 -2.032 0.563  0.103
15 H 0.032 -1.263 2.268  0.123
16 H -2.263 -0.819 0.444  0.046
17 H 0.190 1.186 -1.271  0.086
18 H -0.157 -0.343 -1.527  0.094
19 H -2.103 1.745 -0.643  0.091
20 H -2.120 0.889 -2.147  0.098

The value obtained for the HOMO energy is -3.51 eV. The value obtained for the HOMO-LUMO gap is 7.34 eV. As for the charge: -1. The calculation puts the lowest unoccupied orbital energy at 3.83 eV.

***

(6)
Entry from the OMol25 dataset: a single C5H6O molecule (ωB97M-V with the def2-TZVPD basis set).

Each line ends with the Löwdin charge.
Cartesian coordinates (Å):
1 C 0.174 -0.652 -1.741  -0.109
2 C -0.013 -1.293 -0.370  -0.274
3 C -0.121 -0.474 0.871  0.030
4 O -0.033 0.825 0.521  -0.044
5 C -0.114 1.644 1.564  -0.220
6 C -0.186 2.369 2.514  0.133
7 H 0.228 -1.425 -2.513  0.073
8 H 1.095 -0.063 -1.783  0.074
9 H -0.658 0.016 -1.985  0.074
10 H 0.795 -2.003 -0.132  0.114
11 H -0.915 -1.925 -0.329  0.115
12 H -0.253 2.981 3.384  0.033

The value obtained for the HOMO energy is -9.08 eV. The value obtained for the HOMO-LUMO gap is 9.60 eV. As for the charge: 0. The calculation puts the lowest unoccupied orbital energy at 0.52 eV.

***

Number 1: DFT total energy -26399.455 eV. Number 2: DFT total energy -7360.045 eV. Number 3: DFT total energy -26412.597 eV. Number 4: DFT total energy -34631.835 eV. Number 5: DFT total energy -10963.166 eV. Number 6: DFT total energy -7324.241 eV.